73
Properties=species:S:1:pos:R:3:forces:R:3:mulliken_spin:R:1 method="wB97M-V/def2-TZVPD" total_charge=-2 multiplicity=5 molar_mass_g_mol=799.71 e_above_lowest_kj_mol=0.0 s2=6.069 homo_energy_ev="0.30 / -2.58" e_tot_ha=-4690.23926 homo_lumo_gap_ev="4.105 / 6.932"
F 2.249 -4.912 1.986 -0.0365 0.0671 -0.0854 0.00
S -2.645 -0.543 3.940 0.0063 0.0028 0.0379 0.09
F 3.397 -0.934 2.234 -0.0372 -0.0724 -0.0792 0.01
O -3.305 0.594 -0.276 -0.0438 -0.0055 0.1004 0.01
O 1.100 -1.850 0.606 0.1748 0.0063 -0.0166 0.01
Cr 0.213 -0.164 0.463 -0.3947 -0.3708 0.5187 3.21
C 0.690 0.934 2.111 0.0339 -0.0461 -0.1491 0.03
S -2.041 0.709 -0.954 0.4273 -0.1288 -0.2616 -0.01
C 3.266 -2.094 1.573 0.0678 -0.0122 0.0052 0.02
H 2.689 -4.016 -4.601 0.0067 0.0030 0.0110 0.00
C 3.563 1.458 -1.778 -0.0259 0.0248 -0.0574 0.00
C 1.483 -1.682 -2.467 -0.0005 -0.1137 -0.0269 0.06
C -3.386 3.528 -4.328 0.0237 -0.0248 -0.0078 0.00
H 4.591 1.106 -1.693 0.0145 -0.0006 0.0257 0.00
C -2.417 1.778 -2.372 -0.0748 -0.0718 0.1342 0.01
H -4.754 -2.742 3.805 -0.0015 -0.0030 0.0047 0.00
H 4.597 -0.507 -3.101 0.0097 0.0174 0.0079 0.00
H 2.681 3.291 3.554 0.0000 0.0075 0.0029 0.02
C 2.587 0.350 -1.507 0.0468 -0.1422 -0.1203 0.00
O -0.487 -0.190 -4.357 -0.0546 -0.0235 -0.0301 0.00
F 2.466 -4.243 -0.064 -0.1072 -0.0218 0.1189 0.00
H -0.954 1.588 5.065 -0.0044 -0.0100 -0.0011 0.04
C -1.686 1.972 -3.549 0.0260 0.0486 -0.1747 0.00
C -0.199 1.646 4.287 -0.0651 -0.0198 0.0244 0.26
F 4.078 -2.987 2.205 -0.0370 0.0889 -0.0252 0.00
C 2.667 -3.129 -3.978 -0.0212 -0.0498 -0.0330 0.00
H 0.182 -2.880 2.916 0.0004 -0.0113 0.0006 0.00
C 0.875 2.511 4.425 0.0294 0.0536 0.0633 -0.11
H 0.955 3.121 5.320 -0.0077 -0.0042 -0.0021 0.00
H 3.392 1.828 -2.789 0.0056 -0.0176 -0.0051 0.00
C -4.105 3.336 -3.163 0.0113 -0.0110 0.0235 0.00
O 0.725 1.323 -2.861 -0.1039 0.0976 -0.0816 0.00
C 2.596 -0.853 -2.385 0.0979 0.1114 0.0148 -0.01
C 1.784 -2.562 1.532 -0.0740 -0.0882 0.0166 0.01
H 0.642 -3.439 -3.332 0.0017 -0.0060 0.0029 0.00
H -5.076 -4.423 2.001 -0.0075 -0.0060 0.0088 0.01
C 1.756 -4.044 1.064 0.0122 -0.0541 -0.0791 -0.01
H -1.773 -2.737 -0.177 0.0078 0.0131 -0.0187 0.01
C 3.732 -1.154 -3.135 -0.0051 -0.0686 0.0544 0.00
H -3.746 4.199 -5.099 0.0005 0.0088 0.0011 0.00
H 4.665 -2.525 -4.494 0.0087 -0.0042 -0.0011 0.00
H -1.608 2.984 -5.406 0.0083 -0.0012 -0.0055 0.00
H 3.382 2.254 -1.060 0.0125 0.0064 -0.0023 0.00
C -2.193 2.848 -4.508 0.0075 0.0038 0.0048 0.00
O 0.333 1.951 -5.175 -0.0149 0.0683 -0.0434 0.00
F 3.785 -1.907 0.349 -0.0054 -0.0101 0.0900 0.00
C 1.200 -2.493 2.946 -0.0107 -0.0028 0.0366 0.03
C -3.436 -3.677 0.817 0.0037 0.0064 0.0086 -0.04
C -0.309 0.845 3.129 0.1154 0.1021 0.0770 -0.14
H 1.789 -3.066 3.663 0.0123 -0.0004 -0.0227 0.00
C 1.523 -2.816 -3.260 0.0229 0.0625 -0.0189 0.01
H 2.487 1.898 1.505 0.0026 -0.0003 -0.0050 -0.01
C -3.094 -1.816 2.816 0.0465 0.0033 -0.0417 0.05
H 1.158 -1.451 3.259 0.0012 0.0121 -0.0228 -0.01
H -3.574 -4.412 0.033 -0.0072 -0.0069 0.0007 0.00
O -1.447 -0.554 -1.394 0.0135 -0.0719 -0.0692 0.02
C -2.239 -1.787 1.693 0.0496 -0.0758 -0.0439 -0.03
C 1.731 1.815 2.278 0.0380 0.0053 0.0665 -0.07
N -1.286 -0.822 1.724 0.0355 0.1981 -0.1025 -0.01
C -4.284 -3.688 1.926 0.0099 -0.0075 -0.0347 0.08
C 3.775 -2.295 -3.922 -0.0384 0.0475 0.0364 0.00
C -1.326 -0.086 2.875 -0.0389 -0.0810 -0.0480 0.34
H -4.177 2.296 -1.295 0.0048 -0.0153 -0.0039 0.00
C 1.846 2.609 3.437 0.0123 -0.0210 -0.0620 0.21
H 0.566 -1.432 -1.961 -0.0431 0.0967 0.0322 -0.03
C -2.421 -2.747 0.688 -0.0450 -0.0262 0.0235 0.07
O -0.982 1.397 -0.161 -0.1138 0.3028 0.0128 -0.01
H -5.041 3.854 -2.992 -0.0077 0.0022 -0.0042 0.00
S -0.129 1.176 -4.033 0.1335 -0.1179 0.1956 0.00
C -4.107 -2.746 2.935 -0.0431 0.0072 0.0520 -0.04
F 0.498 -4.435 0.819 0.1111 0.0340 0.0219 0.00
C -3.620 2.464 -2.204 -0.0356 0.0838 0.0428 0.00
O 1.858 0.463 -0.535 -0.1477 0.2330 -0.0927 -0.07

23
Properties=species:S:1:pos:R:3:forces:R:3:nbo_charge:R:1 method="wB97M-V/def2-TZVPD" multiplicity=1 molar_mass_g_mol=122.21 e_above_lowest_kj_mol=216.8 smiles=Cc1ccccc1.CC homo_energy_ev=-8.61 e_tot_ha=-351.24760 homo_lumo_gap_ev=9.586
C -2.117 0.919 0.389 -0.5403 -1.7757 1.6904 -0.20
H -2.773 2.974 0.274 1.1105 -0.4060 -0.1860 0.22
C 2.882 -1.748 1.249 2.9991 2.1695 0.1217 -0.61
H 3.066 0.548 1.158 -1.1997 -1.5183 -0.8339 0.21
C -1.095 -1.463 0.374 1.0314 -1.7692 1.8171 -0.64
H -2.751 0.790 1.380 1.5492 0.0763 -2.0776 0.21
H 2.197 -2.507 1.095 -1.5416 -1.4301 -1.0718 0.20
C 2.341 -0.300 0.843 0.5056 -0.5971 3.9529 -0.60
C -2.114 2.205 -0.191 -1.2332 -0.1540 0.9679 -0.25
H -0.461 -2.017 -0.361 -0.4127 0.2455 0.8535 0.22
C -1.022 1.303 -2.188 -0.0399 6.2926 -0.7706 -0.20
H -0.711 1.631 -3.288 -0.4388 -1.4608 2.5616 0.23
H -1.198 3.496 -1.715 -1.2088 -1.8776 0.4187 0.21
H 3.885 -1.976 0.677 -1.9788 0.2935 1.1365 0.20
C -0.875 0.179 -1.530 -0.0725 -4.6194 1.0106 -0.24
H -0.450 -0.592 -2.202 -0.1183 -0.2925 1.0718 0.21
C -1.483 2.425 -1.366 1.3717 1.2993 -2.6821 -0.20
H 1.368 -0.143 1.406 1.1464 0.0735 -0.5421 0.20
H -0.495 -1.239 1.326 -0.7010 -0.9535 -1.1656 0.23
C -1.377 -0.161 -0.168 -1.0099 4.4991 -3.2146 -0.02
H -1.966 -2.119 0.655 0.6844 0.8393 -0.2881 0.23
H 3.067 -1.885 2.343 0.2492 0.6807 -0.7092 0.20
H 2.082 -0.321 -0.159 -0.1521 0.3850 -2.0610 0.20

13
Properties=species:S:1:pos:R:3:forces:R:3:nbo_charge:R:1 method="wB97M-V/def2-TZVPD" multiplicity=2 molar_mass_g_mol=82.08 e_above_lowest_kj_mol=6.7 s2=0.757 homo_energy_ev="-10.99 / -10.94" e_tot_ha=-323.28094 homo_lumo_gap_ev="11.729 / 7.954"
O -1.427 -0.179 -2.203 0.0453 -0.0988 -0.0017 -0.97
H -0.880 0.121 -1.444 -0.5430 -0.1828 -0.5515 0.48
C 0.108 1.313 0.545 -0.9955 0.6989 0.9773 0.04
H -2.353 -0.012 -2.014 0.0494 0.0679 0.1239 0.46
H -0.201 -0.516 1.386 -0.6555 0.1423 0.2405 0.38
H 1.117 0.112 1.871 0.1656 0.4054 0.2574 0.37
H 1.132 -1.105 -0.333 0.5085 -0.1803 0.0231 0.48
O 1.394 -1.968 0.034 -0.5833 0.1199 -0.1857 -0.96
N 0.149 0.391 1.708 0.8910 -0.9154 -0.9098 -0.67
H 0.777 2.151 0.759 0.2792 -0.1819 -0.2773 0.18
H -0.917 1.686 0.525 -0.0974 0.1473 -0.2968 0.16
O 0.414 0.534 -0.518 0.6961 0.2375 0.5194 -0.41
H 0.688 -2.527 -0.316 0.2396 -0.2601 0.0813 0.47

90
Properties=species:S:1:pos:R:3:forces:R:3:mulliken_charge:R:1 method="wB97M-V/def2-TZVPD" multiplicity=1 molar_mass_g_mol=542.68 smiles="COCCNCCOC.COCCNCCOC.NC(N)=O.NC(N)=O.NC(N)=O.CO.CO.CO" homo_energy_ev=-8.77 e_tot_ha=-1908.55770 homo_lumo_gap_ev=9.167
H 3.486 -0.317 1.120 -0.1436 0.0708 -0.7127 0.19
N -3.141 2.689 -0.345 0.8237 0.7584 -0.5448 0.15
C -5.354 3.426 -1.000 0.6247 0.7721 -1.1101 -0.62
H 0.806 -3.815 0.761 0.9062 -0.3152 -0.1970 -0.16
H -1.910 -2.703 -0.077 0.5183 -0.6487 0.3552 0.29
H 2.041 4.029 2.748 0.2761 0.0334 -0.2356 0.49
H -1.309 4.509 -1.366 0.7108 0.5764 0.0249 0.62
H 1.040 1.480 -0.399 -0.3493 0.1133 0.3318 -0.85
H 3.681 1.459 -2.274 0.0181 -0.4540 -1.0710 0.22
H -0.366 -5.126 2.774 0.0453 0.0404 -0.0849 0.29
H -2.698 -2.241 1.411 0.0015 0.1215 0.3023 0.50
H 1.563 -2.203 -1.822 0.0949 0.3123 -0.2767 0.12
H 0.830 3.738 -2.795 -0.1852 -0.3393 -0.0461 0.36
O 2.335 0.306 -2.107 0.0390 0.1556 -0.7369 -0.88
H 5.145 1.398 -3.252 -0.0692 0.1299 0.4218 0.22
O -0.476 -4.494 2.060 -1.0395 -0.5268 1.5583 -0.57
C -7.094 2.034 -0.182 -0.4284 1.2552 1.4554 -0.89
O 0.548 3.569 -0.727 -0.8983 0.7947 -0.8632 -0.28
H -7.882 2.750 0.049 -0.4621 -0.0575 -0.3813 0.34
C 0.799 -0.684 3.072 0.8198 -0.7876 -0.8512 0.32
H 1.487 -0.197 2.381 0.4215 0.1660 0.2290 -0.55
H -3.686 2.271 0.395 0.3113 -0.1135 0.3008 0.25
H -7.292 1.601 -1.163 0.8586 0.2790 -0.2913 0.37
H 3.370 -4.880 -2.584 0.5231 -0.7404 -0.3322 0.22
C 1.309 4.028 -1.860 -0.0471 -0.4367 -0.3085 -0.77
H -3.652 0.422 -2.166 0.2046 0.3133 0.2552 0.25
H 1.009 -5.612 1.004 0.0841 0.1499 0.5141 0.49
H 3.454 1.709 -0.545 -0.0641 0.0965 0.5315 -0.26
O -3.586 -1.268 -0.978 -0.6526 -1.5006 -1.0161 -0.45
C 1.517 -0.189 -1.331 0.9096 -1.7300 0.1005 0.27
C 0.320 -4.768 0.969 0.3887 0.6826 -1.8410 -0.25
C -2.538 -0.791 -0.213 0.1802 0.9813 1.9567 -0.15
H 2.579 2.365 2.958 -0.1175 -0.1431 0.4652 0.20
H -1.254 2.123 0.523 -0.1324 -0.2458 -0.2815 -0.86
H 4.804 -1.183 1.802 0.6885 0.2310 -0.3392 0.44
C -1.731 2.999 0.084 -0.7687 0.1026 -0.3395 0.49
H -4.955 -0.639 -2.459 -0.0025 -0.7875 0.3575 0.39
H -0.961 2.919 -1.964 -0.1496 -0.3047 -0.0333 0.37
C -0.854 3.558 -1.087 -0.6467 -1.0600 1.1009 -0.90
H 2.673 -3.321 3.852 -0.1132 -0.0930 0.2591 0.26
N 2.644 -5.565 -2.737 5.3555 -1.3284 -0.1609 -0.46
H 0.835 -6.879 -2.742 -0.6619 0.2003 0.2068 0.15
C -4.319 -0.272 -1.654 0.3200 0.4869 -0.0261 -0.66
C 2.544 -2.239 3.811 -0.0539 -0.5027 0.5179 -0.74
H 0.135 3.420 3.049 -0.2815 -0.2305 -0.0510 0.28
H 0.634 -1.812 -0.457 -0.1412 0.3959 0.1073 0.01
H -5.266 2.767 -1.864 -0.6249 -0.2828 -0.1650 0.28
C 1.481 -5.021 -2.719 0.3372 -1.9172 -0.0323 0.77
H -3.528 4.085 -1.806 -0.2027 0.4624 -0.0626 0.35
H -5.919 4.324 -1.249 -0.4295 0.0310 -0.2906 0.42
H -1.013 -1.334 3.274 -1.4013 0.1934 -0.1032 0.51
O 0.543 2.641 2.665 -0.5621 -0.1682 0.0757 -0.39
H -3.804 4.745 -0.177 -0.0634 0.1859 0.2605 0.41
H 2.286 3.544 -1.865 0.0270 0.1931 0.3260 0.17
C 4.111 -1.196 0.961 0.4815 -1.3635 0.1606 -0.59
C -3.926 3.870 -0.815 1.3151 -1.3709 0.5181 -0.80
N -0.602 -1.700 1.243 -0.5172 -0.1471 0.2244 0.22
H 2.177 2.878 1.382 -0.4506 0.3161 -0.2637 -0.04
O 6.435 2.286 -1.069 -0.1305 -0.1289 -0.7553 -0.73
H 0.379 0.006 0.328 0.0025 0.1340 -0.2266 -0.59
H -1.806 3.702 0.914 0.4400 0.5135 0.0171 0.35
H -4.935 0.266 -0.933 -0.0601 0.2963 -0.0030 0.25
O 4.782 -1.387 -0.294 -0.2785 0.8076 0.8696 -0.60
H 3.386 -1.922 3.194 -0.3924 0.6313 -0.1928 0.19
O 1.238 -2.042 3.339 -0.5252 0.8417 -0.8002 -0.28
H -0.295 -4.918 0.081 -0.2823 -0.3239 -0.0612 0.09
O 1.340 -3.872 -2.808 -1.5041 6.4335 -0.1453 -0.72
C -0.563 -0.815 2.428 -0.2577 -1.0064 0.3015 -1.19
H -2.961 -0.038 0.453 -0.0013 0.4833 0.3297 0.10
H -0.487 -2.626 1.631 1.0098 -0.1112 0.2680 -0.23
C 5.251 2.050 -1.305 2.9333 0.5767 1.0303 0.54
O -5.882 2.788 0.104 -0.5445 -1.8285 0.1016 -0.37
H 2.774 -6.565 -2.795 0.5353 0.5585 0.2700 0.14
N 0.573 -5.920 -2.561 -4.7121 -3.0338 0.3794 -0.42
H -7.240 1.251 0.562 0.5701 -0.0677 0.0135 0.28
H 1.408 5.109 -1.954 0.0243 0.1616 0.6334 0.35
H -1.032 0.132 2.158 0.1046 0.1334 0.5047 0.39
H -1.816 -0.241 -0.816 0.5044 -0.3246 -0.1907 0.24
H 0.673 -0.140 4.008 0.2602 0.2528 -0.0202 0.64
H 2.632 -1.836 4.820 0.2743 0.1055 0.1373 0.34
H 4.244 -0.953 -0.960 -0.0732 0.1163 -0.3321 0.34
N 0.924 0.477 -0.381 -1.0666 3.1738 1.8966 1.90
H -0.397 -5.643 -2.603 0.1688 -0.2785 -0.1804 0.24
N 4.329 2.177 -0.357 -2.2965 0.3533 2.6195 -0.04
N 1.225 -1.478 -1.205 0.2884 -2.3953 -1.0749 0.20
H 4.594 2.306 0.610 0.1777 -0.0931 -0.4053 0.19
C 1.875 3.002 2.422 1.1129 0.0940 -0.0342 -0.49
H 3.567 -2.121 1.148 -0.7104 0.1852 -0.0089 0.21
N 4.654 1.686 -2.418 -0.2588 -0.4242 -2.5183 -0.19
C -1.941 -1.930 0.690 -0.9373 1.1589 -2.2906 -0.70